Entry 1:
83
Properties=species:S:1:pos:R:3:mulliken_charge:R:1 method="wB97M-V/def2-TZVPD" orbital_gap_ev=7.3095 de_lowest_kj_mol=0.0 multiplicity=1 total_charge=0
Au 0.25616 0.55979 1.70263 0.0952
C 2.66945 4.39195 -0.42835 -1.5975
Sb 1.26039 2.81416 -0.90557 0.4035
C 1.88858 1.31650 0.56361 0.3434
C 2.95526 1.72204 1.52896 -0.2402
C 4.21574 2.17047 1.09446 -0.3875
C 5.19822 2.50119 2.00434 -0.9657
C 4.92775 2.37390 3.35920 -0.4968
C 3.67854 1.90089 3.71441 -0.5847
N 2.72317 1.57940 2.84481 -0.1946
Si 2.44782 -0.18671 -0.41204 0.5687
C 3.87696 0.14746 -1.60508 -1.1426
C 1.04721 -0.86605 -1.46931 -0.3300
C 3.03779 -1.53138 0.75990 -1.0381
C -0.58356 3.84747 -0.11842 1.8075
C -1.64551 2.78767 -0.14044 -0.6987
C -2.95889 3.01259 0.30548 -0.6641
C -3.94025 2.07392 0.06002 -1.1747
C -3.61669 0.91007 -0.62340 -0.6331
C -2.29745 0.74319 -0.99822 -0.9652
N -1.34506 1.63834 -0.76044 0.1821
Si -1.12202 4.93806 -1.60474 0.5481
C -1.77080 3.83360 -2.97775 -1.2339
C -2.52257 6.11527 -1.15452 -1.1232
C 0.25394 5.97406 -2.35363 -1.2710
Si -0.35993 4.85802 1.47659 -0.0431
C 0.69129 4.00748 2.76360 -0.6947
C 0.39528 6.54613 1.12438 -1.1088
C -1.97230 5.26281 2.38370 -1.2758
H 3.62251 4.11251 -0.87506 0.4435
H 2.82184 4.55818 0.63550 0.3618
H 2.34083 5.31300 -0.90448 0.4486
H 4.41148 2.25019 0.03616 0.5789
H 6.16488 2.84950 1.66142 0.4070
H 5.66002 2.61968 4.11547 0.4295
H 3.42375 1.76427 4.76068 0.4175
H 3.66024 0.98935 -2.26834 0.2901
H 4.04642 -0.72870 -2.23665 0.4185
H 4.81155 0.35232 -1.08039 0.3205
H 0.84981 -0.23637 -2.33947 0.3088
H 0.13197 -0.93274 -0.88157 -0.6293
H 1.30482 -1.86810 -1.82293 0.4948
H 3.79492 -1.14282 1.44483 0.2851
H 3.47655 -2.36729 0.20977 0.3852
H 2.21188 -1.90973 1.36595 0.2312
H -3.21159 3.94128 0.79116 0.7285
H -4.96149 2.26268 0.37457 0.4423
H -4.36078 0.16561 -0.86505 0.5412
H -1.98387 -0.14652 -1.53466 0.5537
H -2.68402 3.31078 -2.68746 0.2736
H -1.03110 3.08649 -3.27007 0.2938
H -1.99966 4.44716 -3.85292 0.4469
H -3.45965 5.58378 -0.98115 0.2804
H -2.68433 6.79213 -1.99776 0.4817
H -2.31048 6.72799 -0.28001 0.3264
H 1.04474 5.35723 -2.78332 0.3328
H 0.70245 6.67462 -1.65085 0.4083
H -0.18323 6.55711 -3.16877 0.4599
H 1.75397 4.22238 2.63958 0.2293
H 0.58280 2.92262 2.74398 0.0178
H 0.39747 4.35198 3.75843 0.5997
H 1.40756 6.48592 0.72768 0.3703
H 0.44711 7.08352 2.07520 0.4328
H -0.20377 7.15274 0.44503 0.2920
H -2.43428 4.37402 2.82080 0.1567
H -2.71650 5.78351 1.78082 0.3776
H -1.70368 5.92164 3.21373 0.4556
C -2.05598 -2.40426 1.28010 -0.9422
N -3.11678 -1.53554 1.76407 0.3703
C -4.44696 -1.59186 1.40865 -0.5308
C -5.06893 -0.57544 2.04122 -0.4679
N -4.10870 0.09565 2.76815 0.3852
C -4.31857 1.28794 3.57190 -1.0322
C -2.91439 -0.50097 2.60182 -0.3554
Se -1.32750 -0.07100 3.48380 -0.2118
H -2.50528 -3.28295 0.82480 0.3505
H -1.42286 -2.69373 2.11598 0.3641
H -1.44150 -1.87122 0.55323 0.2846
H -4.82765 -2.34274 0.74092 0.4643
H -6.09823 -0.26820 2.03540 0.4625
H -5.35091 1.60662 3.45098 0.3184
H -3.64310 2.07124 3.23153 0.3841
H -4.11620 1.07870 4.62035 0.3787

Entry 2:
93
Properties=species:S:1:pos:R:3:mulliken_charge:R:1 method="wB97M-V/def2-TZVPD" orbital_gap_ev=7.2997 multiplicity=1 total_charge=0
C 0.99951 1.51267 6.61338 -0.9085
C -0.38850 0.96161 6.11546 -0.2626
O -0.64555 1.13961 4.70781 -0.6930
B 0.30303 0.44352 3.89388 1.2192
O 0.21599 -0.92223 3.66156 -0.6542
C 1.45498 1.38904 3.22536 0.2788
O 2.51005 1.34209 3.80789 -0.3976
O 1.18553 2.22371 2.13154 -0.3998
C 1.72628 1.78776 0.87452 2.4935
C 0.47385 1.75188 -0.13423 -2.2044
C -0.87956 1.31606 0.54361 0.0810
C -1.70713 2.52938 1.18134 -0.5343
S -3.51133 2.16929 1.06752 -0.2926
C -3.79690 0.43269 1.52321 0.0997
S -4.77523 0.13706 2.82453 -0.1404
N -3.21350 -0.69673 0.84753 0.5851
C -3.19433 -1.07615 -0.50826 -0.1923
C -2.43330 -2.30091 -0.47758 -0.7086
N -2.00614 -2.64713 0.83356 -0.6003
C -2.49760 -1.63926 1.57932 -0.1706
C 2.75865 2.75592 0.17717 -1.1180
I 2.84593 2.76094 -2.01053 0.0241
C 3.65038 3.59287 0.78427 0.0887
C 3.77124 3.67887 2.33321 -0.7934
I 5.01653 4.88083 -0.31658 -0.0196
C 2.38778 0.34587 0.88131 0.3786
C 1.58791 -0.84253 0.55752 -0.3023
C 2.38958 -2.06114 0.57267 -0.8733
C 3.79201 -1.99107 0.88701 -0.3824
N 4.57746 -0.92443 1.23747 -0.6788
C 3.78625 0.19016 1.20526 0.1374
H 1.29076 2.34712 5.91679 0.1690
H 1.81479 0.73782 6.56144 0.2566
H 0.97438 1.95691 7.64078 0.3634
H -1.18340 1.54384 6.66301 0.3065
H -0.49672 -0.10303 6.45423 0.2270
H -0.46731 -1.26230 4.27430 0.2545
H 0.33383 2.82944 -0.44090 0.6661
H 0.64666 1.07663 -1.00348 0.5547
H -1.54001 0.95882 -0.30165 0.4684
H -0.80382 0.43919 1.23739 -0.2997
H -1.46407 3.45456 0.59875 0.4574
H -1.35334 2.71741 2.23498 0.2145
H -3.65375 -0.51536 -1.34533 0.5298
H -2.16261 -2.94129 -1.34094 0.4219
H -2.35557 -1.57006 2.67395 0.2696
H 2.79102 3.89846 2.83798 0.0714
H 4.27012 2.78581 2.77875 0.2245
H 4.42828 4.56093 2.58614 0.5124
H 0.51497 -0.88143 0.28364 0.1614
H 1.92048 -3.04273 0.34065 0.4457
H 4.35791 -2.98207 0.84192 0.4488
H 4.32697 1.13516 1.47931 0.2530
C -6.83555 -0.78476 0.11848 -0.3831
S -7.52642 -1.72151 -1.25599 0.4984
O -7.11178 -1.03770 -2.51365 -0.6262
C -9.24495 -1.27699 -0.94118 -0.9425
H -5.75318 -0.88860 0.09412 -0.3368
H -7.10157 0.26943 0.02313 0.3804
H -7.21478 -1.18485 1.05975 0.4195
H -9.35972 -0.19247 -0.97083 0.2982
H -9.54735 -1.66150 0.03383 0.3375
H -9.86376 -1.72855 -1.71569 0.3416
C 3.35261 -7.44962 -0.12025 -1.0509
S 3.97874 -5.89119 -0.77436 0.4001
O 3.60412 -4.81819 0.19432 -0.5429
C 2.83011 -5.78822 -2.15704 -0.9362
H 3.90918 -7.69146 0.78482 0.3377
H 2.29293 -7.35309 0.12024 0.3115
H 3.50123 -8.23939 -0.85780 0.3985
H 1.80360 -5.79480 -1.79002 0.3165
H 2.99461 -6.63093 -2.82991 0.4599
H 3.01574 -4.85992 -2.69064 0.2867
C 2.31319 7.70605 -1.50264 -0.8183
S 0.60826 7.55455 -2.06677 0.4556
O 0.28966 6.10120 -2.14012 -0.5443
C 0.91693 8.12475 -3.74888 -0.9555
H 2.36565 7.36082 -0.47056 0.2707
H 2.96763 7.09227 -2.12306 0.2201
H 2.62167 8.75166 -1.54980 0.3968
H 1.65822 7.48367 -4.22828 0.2902
H 1.27034 9.15648 -3.72422 0.3762
H -0.01859 8.07622 -4.30489 0.3144
C 1.51577 -4.70395 -6.66140 -0.9699
S 1.04277 -3.62756 -5.29583 0.4559
O 1.25927 -4.38986 -4.03188 -0.5183
C -0.72563 -3.65020 -5.64195 -0.9374
H 2.59295 -4.86155 -6.61701 0.3129
H 1.00447 -5.66363 -6.57350 0.3041
H 1.25922 -4.22569 -7.60754 0.3812
H -1.09611 -4.67606 -5.61768 0.2997
H -0.91040 -3.20583 -6.62072 0.3942
H -1.23254 -3.06317 -4.87703 0.2677